Entry 1:
{
  "formula": "C4H8NO",
  "method": "the ωB97M-V functional and the def2-TZVPD basis",
  "total_charge": 1,
  "lumo_ha": [-0.168, -0.150],
  "gap_ev": [7.0, 8.5],
  "spin_multiplicity": 1,
  "homo_ev": [-11.57, -12.56],
  "symbols": ["O", "N", "C", "C", "C", "C", "H", "H", "H", "H", "H", "H", "H", "H"],
  "coordinates": [[0.41, 0.05, 0.28], [2.67, 0.89, 0.14], [-1.95, -0.26, 0.48], [1.64, -0.22, -0.09], [-0.69, -0.48, -0.18], [-3.12, -0.74, 0.09], [2.76, 1.65, -0.53], [1.64, -0.80, -1.08], [2.40, 1.49, 0.92], [-1.79, 0.60, 1.20], [-3.13, -1.44, -0.67], [-3.93, -0.27, 0.58], [3.60, 0.53, -0.08], [-0.51, -0.99, -1.05]]
}

Entry 2:
{
  "formula": "C4H8NO",
  "method": "the ωB97M-V functional and the def2-TZVPD basis",
  "total_charge": 1,
  "lumo_ha": -0.159,
  "gap_ev": 10.4,
  "spin_multiplicity": 1,
  "homo_ev": -14.74,
  "symbols": ["O", "N", "C", "C", "C", "C", "H", "H", "H", "H", "H", "H", "H", "H"],
  "coordinates": [[0.12, -0.33, 1.87], [2.17, -0.08, 0.89], [-0.51, -0.35, -1.73], [-1.89, 0.89, 0.05], [0.79, 0.05, 0.81], [-0.88, 0.24, -0.49], [0.69, -0.64, 2.52], [-1.53, -0.67, -2.17], [2.84, 0.29, 0.19], [2.77, -0.48, 1.57], [-0.06, -1.42, -1.76], [-2.01, 1.36, 1.07], [0.26, 0.18, -2.29], [-2.76, 0.96, -0.53]]
}

Entry 3:
{
  "formula": "C4H8NO",
  "method": "the ωB97M-V functional and the def2-TZVPD basis",
  "total_charge": 1,
  "lumo_ha": -0.125,
  "gap_ev": 11.2,
  "smiles": "C[NH2+][C@H]1C=C1O",
  "spin_multiplicity": 1,
  "homo_ev": -14.57,
  "symbols": ["O", "N", "C", "C", "C", "C", "H", "H", "H", "H", "H", "H", "H", "H"],
  "coordinates": [[2.41, -0.86, 0.19], [-0.91, 0.58, 0.35], [-0.37, 1.43, -0.78], [-0.24, -0.72, 0.68], [1.11, -1.07, 0.09], [0.09, -1.70, -0.37], [-1.83, 0.21, 0.13], [-0.60, -1.04, 1.77], [2.82, -0.79, 1.04], [0.18, 0.76, -1.36], [-0.42, -2.23, -1.03], [0.08, 2.45, -0.55], [-1.27, 1.79, -1.35], [-1.05, 1.19, 1.20]]
}

Entry 4:
{
  "formula": "C4H8NO",
  "method": "the ωB97M-V functional and the def2-TZVPD basis",
  "total_charge": 1,
  "lumo_ha": -0.139,
  "gap_ev": 12.4,
  "smiles": "C[N+](C)=C1CO1",
  "spin_multiplicity": 1,
  "homo_ev": -16.20,
  "symbols": ["O", "N", "C", "C", "C", "C", "H", "H", "H", "H", "H", "H", "H", "H"],
  "coordinates": [[2.32, 0.70, 0.10], [-0.01, 0.28, 0.03], [2.44, -0.64, -0.40], [-0.66, 1.54, 0.51], [1.22, 0.02, -0.08], [-0.95, -0.88, -0.16], [-0.50, 2.34, -0.22], [-0.25, 1.86, 1.35], [-0.66, -1.39, -1.12], [-1.71, 1.53, 0.55], [2.71, -1.41, 0.29], [-0.83, -1.60, 0.60], [-1.93, -0.41, -0.15], [2.80, -0.81, -1.46]]
}

Entry 5:
{
  "formula": "C4H8NO",
  "method": "the ωB97M-V functional and the def2-TZVPD basis",
  "total_charge": 1,
  "lumo_ha": -0.267,
  "gap_ev": 9.4,
  "spin_multiplicity": 1,
  "homo_ev": -16.64,
  "symbols": ["O", "N", "C", "C", "C", "C", "H", "H", "H", "H", "H", "H", "H", "H"],
  "coordinates": [[2.46, 0.34, -0.40], [0.75, 0.42, 0.06], [-1.75, 0.75, 0.40], [-2.52, -0.17, -0.56], [-0.36, 0.64, 0.20], [3.18, -0.61, 0.18], [-2.17, -0.05, -1.59], [-3.58, 0.09, -0.52], [-2.02, 1.80, 0.23], [2.94, -1.64, -0.11], [3.35, -0.49, 1.26], [4.14, -0.34, -0.32], [-2.41, -1.22, -0.28], [-1.98, 0.49, 1.44]]
}

Entry 6:
{
  "formula": "C4H8NO",
  "method": "the ωB97M-V functional and the def2-TZVPD basis",
  "total_charge": 1,
  "lumo_ha": -0.124,
  "gap_ev": 12.5,
  "smiles": "O[C@]12CC[C@H]1[NH2+]2",
  "spin_multiplicity": 1,
  "homo_ev": -15.91,
  "symbols": ["O", "N", "C", "C", "C", "C", "H", "H", "H", "H", "H", "H", "H", "H"],
  "coordinates": [[-2.43, -0.14, 0.36], [-0.47, 1.27, -0.57], [1.21, -0.28, 0.18], [0.03, -1.12, -0.30], [-0.88, 0.01, 0.04], [0.19, 0.76, 0.70], [0.11, -1.46, -1.26], [-0.08, -1.87, 0.35], [-1.11, 2.04, -0.43], [1.92, 0.26, -0.64], [0.22, 1.47, 1.50], [-2.62, -0.99, -0.11], [0.14, 1.35, -1.44], [1.71, -0.60, 1.06]]
}

Entry 7:
{
  "formula": "C4H8NO",
  "method": "the ωB97M-V functional and the def2-TZVPD basis",
  "total_charge": 1,
  "lumo_ha": -0.214,
  "gap_ev": 10.3,
  "smiles": "C/C=[N+](\\C)C=O",
  "spin_multiplicity": 1,
  "homo_ev": -16.14,
  "symbols": ["O", "N", "C", "C", "C", "C", "H", "H", "H", "H", "H", "H", "H", "H"],
  "coordinates": [[3.25, 0.35, 0.26], [0.97, 0.02, -0.20], [0.81, -1.33, 0.28], [2.26, 0.68, -0.32], [-1.41, 0.56, 0.19], [-0.09, 0.85, -0.27], [-1.62, -0.56, 0.16], [2.12, 1.47, -1.04], [1.11, -1.49, 1.33], [1.42, -1.97, -0.22], [0.25, 1.91, -0.74], [-0.26, -1.60, 0.28], [-1.53, 0.82, 1.25], [-2.20, 1.13, -0.17]]
}

Entry 8:
{
  "formula": "C4H8NO2",
  "method": "the ωB97M-V functional and the def2-TZVPD basis",
  "total_charge": -1,
  "lumo_ha": 0.139,
  "gap_ev": 7.1,
  "smiles": "[H]/N=C(\\[O-])CCCO",
  "spin_multiplicity": 1,
  "homo_ev": -3.30,
  "symbols": ["O", "O", "N", "C", "C", "C", "C", "H", "H", "H", "H", "H", "H", "H", "H"],
  "coordinates": [[1.41, 1.41, 1.39], [-1.65, -2.02, 1.09], [-0.91, -2.30, -1.01], [0.42, 0.46, -0.61], [-1.12, -1.58, -0.02], [1.36, 1.54, 0.01], [-0.95, -0.01, 0.06], [1.00, -0.48, -0.65], [0.64, 2.40, -0.18], [-0.60, 0.16, 1.23], [0.03, 0.66, -1.65], [-1.30, -3.26, -0.87], [0.97, 0.62, 1.78], [-1.67, 0.70, -0.09], [2.39, 1.70, -0.46]]
}